Record 1
{"formula": "C24H58Ba2F3LiN5O12S", "method": "the ωB97M-V functional and the def2-TZVPD basis", "homo_energy_ev": -11.630, "total_charge": 3, "lumo_ha": -0.33056, "symbols": ["Li", "Ba", "Ba", "N", "O", "O", "O", "C", "F", "F", "F", "S", "O", "O", "O", "C", "C", "C", "O", "C", "N", "H", "H", "H", "H", "H", "H", "H", "H", "H", "H", "H", "C", "C", "C", "O", "C", "N", "H", "H", "H", "H", "H", "H", "H", "H", "H", "H", "H", "C", "C", "C", "O", "C", "N", "H", "H", "H", "H", "H", "H", "H", "H", "H", "H", "H", "C", "C", "O", "O", "H", "H", "H", "H", "H", "H", "C", "C", "C", "C", "C", "C", "N", "O", "C", "C", "C", "H", "H", "H", "H", "H", "H", "H", "H", "H", "H", "H", "H", "H", "H", "H", "H", "H", "H", "H"], "coordinates": [[1.2035, -4.0685, -0.2364], [-0.3150, -1.5902, -6.2030], [-7.1543, -2.6708, -1.6084], [-0.2911, -6.0868, -3.7487], [-0.7110, -7.2071, -3.7696], [-0.1421, -5.4278, -4.7456], [-0.1728, -5.4946, -2.7011], [-1.8364, 1.2542, 0.2557], [-2.1465, 1.0407, 1.5259], [-2.7574, 2.0431, -0.2434], [-0.7045, 1.9298, 0.1095], [-1.8520, -0.3995, -0.8255], [-1.3791, -0.0843, -2.1618], [-1.0837, -1.5197, -0.1400], [-3.2602, -0.7946, -0.8370], [-3.3446, 3.5181, -6.7724], [-2.1238, 2.6614, -6.6870], [-1.0039, 3.1318, -5.7863], [0.2516, 2.4446, -5.9714], [1.3197, 2.8082, -5.1356], [-2.6457, 1.4061, -6.1482], [-3.2460, 4.5737, -7.0255], [-3.7989, 3.6154, -5.7863], [-3.9772, 3.0406, -7.5206], [-1.6680, 2.5394, -7.6696], [-1.3722, 2.9296, -4.7805], [-0.8665, 4.2126, -5.8204], [2.1792, 2.1470, -5.2455], [0.9709, 2.8265, -4.1031], [1.7156, 3.8188, -5.2361], [-3.4783, 1.1436, -6.6562], [-3.1896, 1.8132, -5.4009], [-4.6710, -5.0399, 3.3046], [-4.9055, -4.7135, 1.7777], [-5.2232, -5.9215, 0.9203], [-5.4151, -5.5451, -0.4012], [-5.1777, -6.6073, -1.3500], [-6.0880, -3.7962, 1.8345], [-4.4119, -4.1520, 3.8813], [-3.7683, -5.6235, 3.4853], [-5.4559, -5.3317, 4.0023], [-4.0666, -4.2375, 1.2699], [-6.1498, -6.4033, 1.2324], [-4.5346, -6.7477, 1.0969], [-5.2447, -6.3071, -2.3957], [-5.9756, -7.3498, -1.3587], [-4.2320, -7.0904, -1.1041], [-5.9331, -3.1393, 2.5859], [-6.9159, -4.3307, 2.0556], [0.9957, -6.8238, 3.7588], [0.9538, -5.6258, 2.7572], [1.5758, -4.4157, 3.3207], [1.7436, -3.4401, 2.2878], [1.8757, -2.1369, 2.8276], [1.5736, -6.0126, 1.5024], [0.3986, -6.6883, 4.6605], [2.0420, -7.0675, 3.9436], [0.5442, -7.7431, 3.3858], [-0.0719, -5.4959, 2.4120], [2.5197, -4.5073, 3.8580], [0.7871, -4.0014, 3.9488], [1.0478, -1.8184, 3.4610], [2.0356, -1.5775, 1.9059], [2.7108, -2.0138, 3.5171], [1.4143, -6.9308, 1.1127], [2.5773, -6.0012, 1.6148], [-7.5938, 2.1163, -1.2825], [-8.1526, 2.1445, -2.7395], [-7.6947, 1.0143, -3.3253], [-8.1929, 0.9969, -0.6338], [-7.7557, 3.0060, -0.6740], [-6.5236, 1.9461, -1.1647], [-7.8567, 3.0239, -3.3115], [-9.2393, 2.1812, -2.6630], [-7.9967, 0.9417, -4.2337], [-9.0426, 1.2603, -0.2730], [4.8020, 3.6350, 4.6225], [5.6611, 3.7817, 3.3027], [4.6401, 3.9338, 2.1689], [5.1570, 4.6376, 0.9405], [6.1570, 5.8740, 1.0800], [7.1956, 5.4978, 2.2139], [6.5020, 4.9222, 3.4258], [7.3171, 4.7880, 4.5548], [8.4014, 4.6746, 1.6254], [7.6978, 6.8688, 2.5433], [6.3436, 2.3883, 2.8912], [4.0242, 2.8820, 4.7501], [4.4734, 4.5220, 5.1642], [5.5124, 3.1972, 5.3238], [4.3626, 2.9753, 1.7304], [3.6447, 4.3221, 2.3845], [4.3251, 4.8152, 0.2590], [5.6789, 3.9312, 0.2949], [5.5455, 6.7441, 1.3190], [6.6491, 5.9831, 0.1136], [9.3254, 5.1985, 1.3807], [8.6514, 3.8443, 2.2858], [8.1846, 4.1455, 0.6974], [8.2143, 7.2374, 1.6571], [6.8553, 7.5238, 2.7652], [8.4487, 6.7880, 3.3293], [5.7298, 1.5152, 2.6696], [7.0405, 1.8797, 3.5574], [6.9772, 2.5969, 2.0291], [6.8565, 5.3477, 5.1842]]}

Record 2
{"formula": "C24H58MgP2Si4", "method": "the ωB97M-V functional and the def2-TZVPD basis", "homo_energy_ev": -3.748, "lumo_ha": 0.02108, "symbols": ["P", "P", "C", "C", "H", "H", "H", "H", "C", "H", "H", "H", "C", "H", "H", "H", "C", "H", "H", "H", "C", "H", "H", "H", "Mg", "C", "C", "C", "C", "C", "C", "C", "C", "C", "H", "H", "H", "H", "H", "H", "H", "H", "H", "H", "H", "H", "H", "H", "H", "C", "Si", "C", "C", "Si", "Si", "C", "C", "C", "Si", "C", "C", "C", "H", "H", "H", "H", "H", "H", "H", "H", "H", "H", "H", "H", "H", "H", "H", "H", "H", "H", "H", "H", "H", "H", "H", "H", "H", "H", "H"], "coordinates": [[0.8091, -1.7141, -2.9527], [1.7150, 1.3005, -2.4570], [1.3278, -0.5952, -4.3526], [2.2902, 0.5797, -4.0558], [0.3629, -0.1517, -4.6078], [1.6265, -1.2303, -5.1871], [3.3388, 0.2659, -4.1155], [2.1563, 1.4178, -4.7586], [0.1796, 1.9728, -3.1220], [-0.4127, 2.5679, -2.4360], [-0.5058, 1.1997, -3.4799], [0.4529, 2.6172, -3.9604], [2.5783, 2.6852, -1.7353], [2.1688, 3.6204, -2.1074], [3.6538, 2.6453, -1.8352], [2.3846, 2.6096, -0.6663], [-0.0461, -2.9623, -4.0606], [-0.3384, -3.8529, -3.4838], [0.6016, -3.3074, -4.8887], [-0.9556, -2.5457, -4.5170], [2.2461, -2.8461, -2.5628], [3.1847, -2.3302, -2.2858], [2.4431, -3.5180, -3.4136], [1.9198, -3.4613, -1.7064], [2.0066, -0.5333, -1.1174], [-2.9821, -0.3847, -2.9474], [-3.4140, -0.7651, -4.1675], [-4.2726, -1.9105, -4.6253], [-4.6569, -2.8341, -3.4448], [-3.4367, -3.6101, -3.0517], [-2.6172, -3.3168, -2.0387], [-2.5868, -2.1198, -1.0881], [-3.2086, -0.7648, -1.4902], [0.6851, -1.0110, 1.1500], [-2.2084, 0.4251, -2.9433], [-3.0430, -0.1023, -4.9514], [-3.6661, -2.4877, -5.3270], [-5.1786, -1.6471, -5.2047], [-5.0474, -2.2263, -2.6053], [-5.4428, -3.5375, -3.7937], [-3.2738, -4.5351, -3.6418], [-1.7289, -3.9526, -1.8785], [-1.5001, -1.8923, -0.9547], [-2.9435, -2.4124, -0.0773], [-4.2233, -0.5899, -1.0775], [-2.6086, -0.0065, -0.9395], [0.5607, -1.9829, 1.6488], [1.6640, -1.2036, 0.5941], [-0.2226, -0.8614, 0.5457], [-2.5036, 0.5719, 3.2298], [-0.8837, -0.1295, 3.8802], [-0.5176, 0.4809, 5.6182], [-1.1438, -1.9914, 4.0354], [0.8217, 0.4924, 2.4075], [0.4022, 2.7630, 1.7777], [-0.1942, 3.6101, 3.3578], [1.9288, 3.8905, 1.5198], [-0.9908, 2.7664, 0.5050], [2.8808, 0.6095, 3.5180], [2.9880, 2.0601, 4.7203], [2.9659, -0.9830, 4.5093], [4.2762, 0.7386, 2.2577], [-3.2696, 0.2039, 3.9308], [-2.7412, 0.1856, 2.2277], [-2.5390, 1.6686, 3.2062], [-1.3252, 0.0399, 6.2258], [0.4483, 0.1265, 6.0071], [-0.5645, 1.5760, 5.6931], [-1.7632, -2.3766, 3.2113], [-0.2047, -2.5615, 4.0732], [-1.6872, -2.1476, 4.9835], [0.6031, 3.6378, 4.1096], [-0.4118, 4.6469, 3.0633], [-1.0916, 3.1849, 3.8109], [2.3149, 3.9948, 0.5011], [1.6785, 4.9139, 1.8499], [2.7710, 3.5774, 2.1514], [-0.6757, 2.4985, -0.5077], [-1.8157, 2.0932, 0.7706], [-1.4193, 3.7755, 0.4624], [2.1407, 2.0968, 5.4147], [3.9034, 1.8968, 5.3053], [3.0735, 3.0340, 4.2266], [3.4576, -1.7374, 3.8785], [3.5749, -0.8331, 5.4162], [1.9802, -1.3665, 4.8136], [4.0521, 0.1483, 1.3556], [4.4345, 1.7871, 1.9657], [5.2102, 0.3526, 2.6925]]}

How do the records compare in frontier orbital gap? In the order shown, they have 2.64, 4.32 eV.